No. 1
CH7N3 | wB97M-V/def2-TZVPD

```
11
Properties=species:S:1:pos:R:3:forces:R:3
N -1.766948 -3.154549 1.375562 1.1 -0.3 0.5
H -1.211111 -2.423701 1.879370 -0.8 -0.3 -0.8
H -2.060501 -2.793956 0.474104 -0.1 0.6 0.0
H -1.029597 -3.820077 1.102277 -0.3 0.1 0.2
N -0.068782 1.240442 0.359683 1.9 1.6 -1.7
C 0.655420 1.627389 -0.819700 -2.1 -0.6 1.9
N 1.698853 1.037217 -1.200439 0.8 -1.7 -0.4
H -1.050651 1.343362 0.523088 -0.7 0.7 -0.5
H 0.244722 0.431992 0.849775 0.7 -0.7 -0.1
H 0.362948 2.470860 -1.442221 -1.3 -0.1 0.5
H 1.769803 1.165419 -2.211840 0.8 0.8 0.3
```
Forces are in eV/Å.

Frontier orbital gap (alpha / beta), eV: 3.04 / 9.71
2S+1: 2
Charge: -1
Energy above the lowest of the compared OMol25 structures with the same formula, charge and spin, eV: 0.620

Results of the Mulliken charge analysis, in e, for atoms 1 through 5: -1.876, 0.514, 0.545, 0.414, -1.146


No. 2
C41H41BF11N7O5Pb | wB97M-V/def2-TZVPD

```
107
Properties=species:S:1:pos:R:3:forces:R:3
Pb -0.349475 -0.500956 -0.238066 -0.1 0.2 0.1
C 0.060378 -0.148663 3.159340 0.0 0.0 -0.2
N -0.949470 -0.744304 2.296528 -0.3 -0.1 0.2
C -1.098429 -2.180188 2.551986 0.1 -0.2 -0.1
C 0.012143 -2.986509 1.888912 0.2 0.1 -0.1
N 0.143868 -2.751613 0.458285 -0.3 0.6 0.1
C -0.042209 -3.782891 -0.404029 0.0 -0.5 -0.3
C -0.963908 -4.842179 -0.273353 0.0 0.2 0.0
F -1.816813 -4.861787 0.774362 0.0 0.0 0.0
C -1.090595 -5.857804 -1.201963 0.1 0.0 -0.1
F -1.996558 -6.824484 -1.012203 -0.1 0.0 0.0
C -0.304567 -5.874912 -2.337584 0.0 0.1 0.1
F -0.415203 -6.864166 -3.236320 0.0 0.0 0.0
C 0.614599 -4.853952 -2.517209 -0.1 -0.1 0.0
F 1.417345 -4.876574 -3.588743 0.1 0.0 -0.1
C 0.749070 -3.860195 -1.574119 0.0 0.0 0.3
F 1.742054 -2.973665 -1.736050 0.0 0.0 -0.1
C -2.218158 -0.015355 2.397936 -0.1 0.0 -0.2
C -3.274850 -0.459096 1.394339 0.0 -0.1 -0.2
N -2.795108 -0.369250 0.024337 0.6 -0.2 0.3
C -3.720786 -0.363419 -0.960113 -0.4 0.0 -0.3
C -5.095502 -0.697629 -0.870782 0.2 0.0 0.0
F -5.633663 -1.179988 0.277966 0.1 0.0 0.0
C -5.977183 -0.601620 -1.933319 0.1 0.1 -0.1
F -7.262649 -0.932437 -1.744201 0.0 0.0 0.0
C -5.553581 -0.183165 -3.176069 0.0 -0.1 0.1
F -6.408215 -0.092317 -4.208867 0.0 0.0 0.0
C -4.212075 0.131347 -3.327043 0.0 0.0 -0.1
F -3.773674 0.558305 -4.516163 0.0 0.0 0.0
C -3.343465 0.033865 -2.265880 -0.1 0.0 0.2
F -2.061580 0.363199 -2.474165 0.1 -0.1 0.0
H -0.205748 -0.243992 4.222658 0.0 0.0 0.0
H 1.019327 -0.640284 2.992025 0.0 0.0 0.1
H 0.168911 0.909617 2.914186 0.0 0.0 0.0
H -1.101983 -2.384592 3.635270 -0.1 0.1 0.0
H -2.047160 -2.515911 2.140244 0.0 0.0 0.0
H 0.970698 -2.712281 2.354306 0.0 -0.1 0.1
H -0.149328 -4.041912 2.118855 0.0 0.0 0.1
H -2.641861 -0.110443 3.410745 0.1 0.1 0.0
H -1.998282 1.039636 2.207453 0.0 0.0 0.1
H -3.629139 -1.465883 1.642483 -0.1 0.0 0.1
H -4.127148 0.214413 1.543690 0.0 0.0 0.1
F 6.890777 0.667594 2.076282 0.2 0.0 0.0
C 6.516465 0.605229 0.769340 -0.1 0.0 -0.1
C 5.182099 0.691812 0.481369 0.0 0.0 -0.1
C 4.718923 0.580546 -0.825872 0.3 -0.1 0.0
C 3.266706 0.689554 -1.081990 -0.3 0.2 0.4
O 2.539533 1.028857 -0.144311 -0.2 -0.3 -0.3
C 2.883927 0.428288 -2.447040 -0.6 -0.1 -0.3
C 3.851959 0.213882 -3.367530 -0.1 0.0 0.1
N 5.199106 0.146517 -3.124521 -0.1 -0.2 -0.2
C 6.097807 -0.184680 -4.197195 0.1 0.1 0.0
C 6.849627 -1.486595 -4.144332 0.1 -0.1 0.1
C 5.735037 -1.298185 -5.127099 -0.1 0.0 -0.1
C 5.650411 0.343149 -1.847701 0.1 0.1 0.3
C 7.017492 0.341342 -1.541615 0.1 -0.1 0.0
C 7.475975 0.456511 -0.238963 -0.2 0.1 -0.1
N 8.880021 0.488065 -0.011619 0.1 0.0 0.1
C 9.737810 -0.460643 -0.699396 0.0 0.0 0.1
C 10.963375 0.321246 -1.215481 -0.2 -0.4 -0.2
N 11.094481 1.532339 -0.346615 0.1 0.1 0.0
C 10.926344 1.155534 1.089183 -0.2 -0.1 0.4
C 9.430654 0.827823 1.293098 -0.1 0.1 -0.2
C 1.449324 0.313420 -3.088585 0.4 -0.5 -0.2
O 1.393443 0.820417 -4.207572 -0.2 0.2 0.0
O 0.598574 -0.427560 -2.519524 0.5 0.4 0.2
H 4.454807 0.818187 1.273777 0.0 0.0 0.0
H 3.551315 0.091116 -4.398968 0.1 0.0 0.0
H 6.603959 0.674073 -4.627171 0.0 0.0 0.0
H 6.658812 -2.131296 -3.296318 -0.1 0.0 0.0
H 7.869864 -1.512155 -4.505699 0.0 0.1 0.0
H 4.812765 -1.832070 -4.945656 0.0 0.0 0.1
H 5.977945 -1.175776 -6.172456 0.0 0.0 0.0
H 7.726525 0.247817 -2.351662 0.0 0.0 0.0
H 9.210550 -0.927434 -1.524413 0.0 0.0 0.0
H 10.058719 -1.260821 -0.020341 0.0 0.0 0.0
H 10.830341 0.655572 -2.242818 0.0 0.1 0.0
H 11.876467 -0.267025 -1.147183 0.1 0.1 0.1
H 10.296222 2.133609 -0.574344 0.1 0.1 -0.1
H 11.964551 2.030170 -0.522058 0.0 0.0 0.0
H 11.235372 1.979578 1.727507 0.1 0.0 -0.1
H 11.568742 0.300948 1.291902 0.1 0.0 -0.1
H 8.909862 1.701164 1.676433 0.0 0.0 0.0
H 9.328539 0.024211 2.029190 0.1 0.0 0.0
C 1.125635 5.509680 3.436441 -0.1 -0.1 -0.1
C 1.570512 4.294824 2.631584 0.4 0.0 0.2
C 2.143621 3.242629 3.579000 -0.1 0.0 -0.2
O 0.405708 3.720682 2.015757 -0.4 -0.1 -0.1
B 0.650542 3.539526 0.687890 0.4 0.3 0.3
O 1.887695 3.949432 0.301668 -0.2 -0.1 -0.3
C 2.510262 4.628327 1.402847 0.1 0.3 0.2
C 3.941656 4.129048 1.553869 -0.2 -0.1 -0.1
C 2.546963 6.113899 1.042114 -0.1 -0.2 0.0
H 0.467667 5.178764 4.239367 0.0 0.0 0.0
H 0.562752 6.204342 2.816690 0.1 0.1 0.0
H 1.983866 6.021235 3.872507 0.0 0.0 0.0
H 1.391549 3.011145 4.332922 0.0 0.0 0.0
H 3.041395 3.604648 4.079313 0.0 0.0 0.0
H 2.371391 2.323446 3.037847 0.1 0.0 0.0
H 3.974126 3.050473 1.689291 0.0 0.0 0.0
H 4.418861 4.619872 2.403180 0.1 0.0 0.0
H 4.493359 4.373199 0.645189 0.0 0.0 0.0
H 1.546790 6.488973 0.829832 0.0 0.0 0.0
H 3.146521 6.239508 0.140764 0.0 0.0 0.0
H 2.989920 6.702250 1.845069 0.0 0.0 0.0
N -1.391576 2.870466 -0.915735 0.1 0.0 0.1
C -0.475967 3.087235 -0.255702 -0.1 -0.1 -0.2
```
Forces are in eV/Å.

Frontier orbital gap, eV: 3.65
2S+1: 1

Results of the Mulliken charge analysis, in e, for atoms 1 through 5: 1.155, -1.317, 1.141, -0.837, -1.106


No. 3
C2H2Br2N4 | wB97M-V/def2-TZVPD

```
10
Properties=species:S:1:pos:R:3:forces:R:3
C -1.584413 0.596528 0.023959 0.1 -0.7 0.0
C -0.613189 -0.377188 -0.016095 0.2 -3.3 -0.1
N -0.924554 1.752557 -0.006447 -0.5 0.4 0.1
N 0.360807 1.540994 -0.067361 1.0 0.4 -0.1
N 0.570365 0.244701 -0.079096 -1.4 -0.5 0.3
N 1.806264 -0.299675 -0.224750 1.1 -0.4 -0.5
Br -3.426027 0.447019 0.128111 0.0 0.0 0.0
Br -0.553117 -2.982260 -0.038691 -0.1 3.8 0.1
H 1.843091 -1.246221 0.143264 -0.1 0.3 0.1
H 2.520770 0.323546 0.137106 -0.3 -0.1 0.1
```
Forces are in eV/Å.

Frontier orbital gap, eV: 6.83
2S+1: 1
Energy above the lowest of the compared OMol25 structures with the same formula, charge and spin, eV: 0.000

Results of the Mulliken charge analysis, in e, for atoms 1 through 5: -0.090, 0.549, -0.264, -0.579, 0.822


No. 4
C6H12O | wB97M-V/def2-TZVPD

```
19
Properties=species:S:1:pos:R:3:forces:R:3
C 1.608507 1.208567 0.027870 0.0 0.0 0.0
C 0.777002 -0.060166 0.190169 0.0 0.0 0.0
C 1.487350 -1.283306 -0.388691 0.0 -0.1 0.0
C -0.596945 0.129602 -0.449861 0.0 -0.1 0.0
C -1.631310 -0.808610 -0.123156 0.0 -0.3 -0.1
C -1.513924 1.191698 0.206435 -0.1 0.2 -0.2
O -2.434394 0.306978 1.153221 0.1 0.0 0.3
H 1.042377 2.067832 0.400376 0.1 -0.1 -0.1
H 2.556310 1.137625 0.573201 -0.1 0.0 -0.1
H 1.844802 1.382694 -1.030735 0.0 0.0 0.1
H 0.609388 -0.223838 1.266425 0.0 0.0 -0.1
H 2.455222 -1.448197 0.097909 -0.1 0.0 -0.1
H 1.673479 -1.147289 -1.461970 0.0 0.0 0.1
H 0.891983 -2.197661 -0.269078 0.1 0.1 0.0
H -0.530914 0.351180 -1.520368 0.0 0.0 0.1
H -2.478405 -0.930379 -0.789477 0.1 0.1 0.1
H -1.488219 -1.618314 0.592691 0.0 0.1 -0.1
H -2.265840 1.572731 -0.494749 0.1 -0.1 0.1
H -2.006464 0.368845 2.019788 -0.1 0.0 -0.2
```
Forces are in eV/Å.

Frontier orbital gap (alpha / beta), eV: 7.44 / 7.44
2S+1: 1
Energy above the lowest of the compared OMol25 structures with the same formula, charge and spin, eV: 5.301

Results of the Mulliken charge analysis, in e, for atoms 1 through 5: -1.602, 0.781, -1.456, 0.151, -0.479


F_max: 3.0, 0.7, 3.8, 0.3 (eV Å⁻¹)
Electronic energy: -5618.8904, -99664.1825, -148147.0014, -8459.0534 (eV)